[1]
Below is an isolated molecule of C22H28N6O4 in a non-equilibrium geometry, with properties calculated with ωB97M-V with the def2-TZVPD basis set.

```
60
Properties=species:S:1:pos:R:3:lowdin_charge:R:1
C 3.07184 3.02025 -1.24539 -0.0807
O 2.30061 1.91083 -1.64469 -0.1007
C 0.97159 1.89565 -1.31865 -0.2886
C 0.20565 0.88246 -1.88848 -0.0084
C -1.14552 0.78018 -1.63219 -0.0170
C -1.80194 1.69556 -0.80512 -0.2273
N -3.18814 1.69668 -0.59422 -0.1069
C -3.99653 0.66480 -1.20955 -0.1445
C -3.99622 -0.63028 -0.34615 -0.1449
N -2.97363 -0.46364 0.65126 -0.1806
C -2.30458 -1.61149 1.22169 -0.0823
C -0.84731 -1.29276 1.14598 -0.2348
N -0.27437 -0.39002 1.92652 0.2165
C 0.97701 -0.24581 1.44616 -0.2139
C 1.18403 -1.08440 0.36504 -0.0722
C 2.43486 -1.15989 -0.31572 -0.3707
O 2.72949 -1.90497 -1.23708 0.0610
N 3.35904 -0.26410 0.21671 0.0409
C 4.64844 -0.23311 -0.45315 -0.0015
C 3.16325 0.63463 1.25454 -0.4438
O 4.02965 1.41397 1.59925 0.0552
N 1.94382 0.59689 1.89357 0.0250
C 1.65772 1.50910 2.97821 0.0005
N -0.01770 -1.72940 0.17222 0.0500
C -0.22586 -2.70157 -0.86389 -0.0514
C 0.19305 -4.09350 -0.35450 -0.4088
C 1.18878 -4.78202 -1.22775 -0.0035
O -0.24348 -4.52791 0.67842 0.1087
C -3.25367 0.59892 1.58742 -0.1470
C -3.63045 1.85847 0.77870 -0.1340
C -1.01740 2.70000 -0.23569 -0.0123
C 0.34060 2.79971 -0.47547 -0.0226
H 4.03818 2.89774 -1.73234 0.0958
H 2.61790 3.96012 -1.57505 0.0966
H 3.22229 3.04479 -0.16212 0.0829
H 0.69781 0.17539 -2.53904 0.1225
H -1.68284 -0.03481 -2.08929 0.1009
H -5.01512 1.05863 -1.28903 0.1165
H -3.64074 0.47802 -2.22093 0.1077
H -3.76480 -1.50157 -0.96145 0.1114
H -4.99396 -0.78878 0.10181 0.1185
H -2.59160 -1.77959 2.26870 0.1347
H -2.53072 -2.51641 0.65730 0.1175
H 5.06647 -1.23915 -0.47106 0.0975
H 4.51172 0.11011 -1.47862 0.0969
H 5.30083 0.44470 0.09006 0.0906
H 0.88787 2.21715 2.66889 0.0897
H 2.57710 2.03555 3.22638 0.0903
H 1.29543 0.94506 3.83644 0.0947
H 0.37952 -2.41534 -1.72478 0.1242
H -1.28215 -2.72423 -1.14263 0.1314
H 2.06332 -4.13532 -1.31609 0.0741
H 1.46972 -5.74602 -0.81349 0.0881
H 0.77742 -4.91096 -2.22698 0.0950
H -2.33767 0.76835 2.15669 0.1025
H -4.06463 0.32979 2.28903 0.1224
H -4.71491 1.99554 0.75602 0.1195
H -3.19352 2.74809 1.22628 0.1040
H -1.47061 3.44378 0.40066 0.1064
H 0.89504 3.59617 -0.00335 0.1082
```

Values from the calculation:
Molar mass (u): 440.504
Strongest force on any atom (eV/A): 1.463
Relative energy (zero: lowest compared OMol25 entry of this formula, charge and spin) (kJ/mol): 193.4
Structure (SMILES): COc1ccc(N2CCN(Cc3nc4c(c(=O)n(C)c(=O)n4C)n3CC(C)=O)CC2)cc1


[2]
Below is a cluster of 4 separate species, C22H29B3BrF13O6 in total in a non-equilibrium geometry, with properties calculated with ωB97M-V with the def2-TZVPD basis set.

```
74
Properties=species:S:1:pos:R:3:lowdin_charge:R:1
C 4.11244 -2.92978 0.71552 0.1107
C 5.18141 -2.19899 0.42300 0.0749
B 6.48442 -1.24160 0.72253 -0.4224
O 7.74072 -1.77961 1.27695 0.1258
B 7.72505 -1.24749 2.65142 -0.8359
Br 7.70233 -2.57435 4.13303 0.7444
O 7.69095 0.19205 2.79650 0.1652
B 6.91900 0.83928 1.75085 -0.3933
C 6.56140 2.42982 1.97504 -0.0587
C 4.99692 2.71920 2.25666 -0.0755
C 4.07520 2.80161 0.93323 -0.2231
F 4.92557 2.61560 -0.24508 0.0273
F 3.47397 4.12082 0.73738 0.0308
C 2.96572 1.60279 0.83112 -0.1645
F 2.69963 1.46225 -0.60073 0.0387
F 3.60877 0.41215 1.30397 0.0742
C 1.56076 1.95052 1.53989 -0.1401
F 1.74790 2.86418 2.66450 0.0654
F 0.77982 2.71652 0.57863 0.0767
C 0.75794 0.68241 2.13729 -0.1451
F -0.42373 1.24072 2.79188 0.0635
F 1.48539 0.02179 3.21345 0.0760
C 0.19677 -0.35400 1.03792 -0.1551
F 1.23934 -0.91281 0.18524 0.0643
F -0.75574 0.27076 0.16514 0.0930
C -0.53720 -1.66820 1.69329 -0.2486
F -1.67351 -1.34040 2.48992 0.1013
F 0.39997 -2.55027 2.33048 0.0852
F -1.05543 -2.41182 0.55150 0.0567
O 6.47853 0.20631 0.50910 0.1897
H 3.22495 -3.62994 0.94581 0.0727
H 7.13371 2.77752 2.93223 0.1287
H 6.98185 3.10062 1.12108 0.1353
H 4.94575 3.77712 2.74859 0.1438
H 4.58982 1.99577 3.06718 0.1435
C -4.51487 -3.13473 1.87304 -0.1812
C -3.59620 -4.06497 1.11569 -0.1889
C -4.27889 -5.40473 1.30312 -0.1998
O -5.68446 -5.14249 1.41386 -0.1338
C -5.87686 -3.73156 1.58248 -0.1970
H -4.43316 -2.08999 1.56613 0.1093
H -4.30154 -3.19451 2.94592 0.1183
H -3.58819 -3.79504 0.05401 0.1173
H -2.56693 -4.05693 1.47751 0.0972
H -3.95471 -5.89003 2.22994 0.1181
H -4.09707 -6.08823 0.46999 0.1184
H -6.29175 -3.33676 0.64876 0.0964
H -6.59440 -3.55127 2.38651 0.1202
C 1.90709 4.11820 -2.02700 -0.1945
C 1.29166 3.63930 -3.32103 -0.1722
C 1.23732 4.91581 -4.13604 -0.2069
O 2.33956 5.72784 -3.70963 -0.1378
C 2.89189 5.16160 -2.51288 -0.2005
H 2.37944 3.32549 -1.44565 0.0707
H 1.13976 4.59019 -1.40343 0.1193
H 1.95828 2.91604 -3.80330 0.1187
H 0.31312 3.17112 -3.19616 0.1150
H 0.31511 5.47350 -3.94048 0.1161
H 1.31131 4.73078 -5.21066 0.1163
H 3.85515 4.70801 -2.77090 0.1198
H 3.06437 5.95111 -1.77754 0.1173
C -7.20553 -2.28706 -1.91513 -0.1938
C -6.38314 -1.02143 -1.84696 -0.1806
C -5.81619 -0.93784 -3.24977 -0.2054
O -6.77775 -1.54543 -4.12303 -0.1374
C -7.75282 -2.23244 -3.32677 -0.2040
H -7.98881 -2.34353 -1.15656 0.1148
H -6.55344 -3.15996 -1.80052 0.1114
H -7.03746 -0.16384 -1.65657 0.1178
H -5.61080 -1.03947 -1.07508 0.1061
H -4.88185 -1.50296 -3.33540 0.1165
H -5.63095 0.09157 -3.56653 0.1172
H -8.68444 -1.65770 -3.36900 0.1177
H -7.93654 -3.22497 -3.74482 0.1183
```

Values from the calculation:
Molar mass (u): 748.782
Strongest force on any atom (eV/A): 6.655
Structure (SMILES): C#CB1OB(Br)OB(CCC(F)(F)C(F)(F)C(F)(F)C(F)(F)C(F)(F)C(F)(F)F)O1.C1CCOC1.C1CCOC1.C1CCOC1
E (a.u.): -5253.9676


[3]
Below is a structure of composition C22H29ClN2O4S in a non-equilibrium geometry, with properties calculated with ωB97M-V with the def2-TZVPD basis set.

```
59
Properties=species:S:1:pos:R:3:lowdin_charge:R:1
C -1.23802 2.71948 0.82918 -0.0193
H -1.17761 3.65571 0.44184 0.0282
H -1.90767 2.48543 1.57704 0.0414
C -1.60530 1.82310 -0.46242 -0.2789
C -0.67489 2.06653 -1.81937 -0.1839
C -1.04546 1.19886 -2.73091 -0.2390
C -1.09397 -0.16741 -2.13238 -0.3543
N -1.76013 -0.56792 -1.16118 -0.2548
C -1.45131 0.40033 -0.06553 -0.1466
H -2.28964 0.20010 0.78864 0.1595
H -0.37064 0.12439 0.48586 0.1520
C -3.08256 -0.65877 -1.44500 -0.2199
C -3.69165 -2.12254 -1.86806 -0.0536
H -4.58555 -2.26538 -1.98029 -0.0104
C -3.44286 -3.01812 -0.52994 -0.1622
N -2.18230 -2.90991 0.16441 0.1167
C -1.94520 -3.70925 1.08977 -0.4754
O -2.58437 -4.48523 1.72421 0.0992
C -0.33611 -3.71440 1.59958 0.0169
C 0.16875 -3.96442 2.89437 0.1180
C 1.57135 -3.51691 2.67669 -0.0506
C 1.72317 -2.77342 1.75676 -0.3829
C 2.88294 -2.17731 1.11793 -0.1420
H 3.64334 -2.06897 1.87827 0.0985
H 3.35765 -2.63775 -0.08751 0.2319
S 2.27726 -0.47825 0.71719 0.7523
O 1.73515 -0.22162 -0.75107 -0.3806
O 1.48570 -0.10730 1.79303 -0.3182
C 3.77508 0.74950 0.98194 -0.1634
C 3.26501 2.00413 0.58075 -0.4055
C 2.88004 2.74852 1.52985 -0.0618
C 2.29879 4.04939 1.03216 -0.5864
C 2.24842 4.42087 -0.13185 -0.2191
C 2.72652 3.70624 -1.21923 -0.0350
C 3.30969 2.47246 -0.81613 0.0093
H 3.86798 1.65530 -1.40783 0.1398
H 2.86877 3.88254 -2.30969 0.1253
H 1.70222 5.46784 -0.19842 0.1585
Cl 1.57931 5.05060 2.40338 0.5666
H 2.85474 2.56472 2.69593 0.1639
H 4.38279 0.24406 0.30778 0.0575
H 4.13719 0.69753 2.18436 0.1922
O 0.52014 -2.76438 0.87686 -0.0052
H 2.16244 -3.58053 3.45794 0.0941
H -0.18380 -4.52012 3.50494 0.0031
H -1.69216 -2.33465 -0.29872 0.0277
H -3.94435 -4.05097 -0.63358 0.1288
H -4.35550 -2.65094 0.31405 0.1728
H -2.82568 -2.64636 -2.47375 0.1453
H -3.76958 -0.22827 -0.49592 0.1795
H -3.47895 -0.14515 -2.31282 0.0982
H -1.20747 -1.08936 -3.02251 0.1809
H 0.04919 -0.78826 -1.94185 0.1810
H -0.41875 1.19601 -3.51900 0.0980
H -2.14163 1.31084 -3.04878 0.1564
H -0.67215 3.05621 -1.71224 0.0656
H 0.40748 1.84409 -1.35144 0.1557
H -2.56235 2.20828 -0.69578 0.1182
H -0.16351 2.36082 1.21846 0.1161
```

Values from the calculation:
Molar mass (u): 453.004
Strongest force on any atom (eV/A): 16.684
E (a.u.): -2123.8896


[4]
Below is a cluster of 2 separate species, C22H29ClN6O5 in total in a non-equilibrium geometry, with properties calculated with ωB97M-V with the def2-TZVPD basis set.

```
63
Properties=species:S:1:pos:R:3:lowdin_charge:R:1
N 0.70422 -1.78760 -6.16206 0.1614
C -0.08328 -1.46199 -5.09620 -0.4742
O -1.01368 -0.72642 -5.38839 0.0376
C 0.13279 -2.02350 -3.75462 -0.0709
C 1.40705 -2.51615 -3.41915 0.0748
C 1.68040 -3.10207 -2.16734 -0.1585
N 2.96985 -3.59807 -1.85574 -0.3504
O 3.11705 -4.22305 -0.79936 0.0633
O 3.89035 -3.37970 -2.65277 0.0591
C 0.62644 -3.17269 -1.23802 0.0305
C -0.63644 -2.67132 -1.55190 -0.0087
C -0.89389 -2.09568 -2.79617 -0.1859
N -2.15126 -1.58552 -3.09609 0.0578
C -3.41102 -1.86996 -2.39773 -0.1318
C -3.63388 -0.84611 -1.31937 -0.2084
C -3.95891 -1.22695 -0.01476 -0.0222
C -4.18693 -0.22356 0.92390 -0.0969
C -4.08920 1.11865 0.54936 -0.7347
Cl -4.38825 2.35617 1.73907 0.6658
N -3.77285 1.47937 -0.70328 0.0649
C -3.54602 0.52207 -1.61598 -0.0803
H 0.33592 -1.50991 -7.06661 0.1208
H 1.29006 -2.61167 -6.08908 0.1011
H 2.20949 -2.43609 -4.14811 0.1222
H 0.77986 -3.61062 -0.25424 0.1259
H -1.41512 -2.71921 -0.80085 0.1073
H -2.19796 -1.10210 -4.00602 0.1110
H -4.24177 -1.82948 -3.11111 0.1334
H -3.40108 -2.88352 -1.98173 0.1210
H -4.03741 -2.27330 0.27015 0.1193
H -4.44055 -0.46622 1.95032 0.1066
H -3.29556 0.82999 -2.62665 0.1197
C 0.68709 1.38543 -1.35884 -0.0899
C 0.49643 2.02763 0.02345 -0.2139
C 0.73400 1.07145 1.22055 -0.3082
C -0.29489 -0.07405 1.19876 -0.0363
C 0.71341 1.86133 2.55885 -0.1684
N 1.83805 2.82044 2.57187 0.0851
C 1.99366 3.78808 3.47594 -0.5634
C 3.18607 4.69709 3.29238 0.0005
O 1.24385 3.94943 4.42594 0.0657
C 0.72369 0.92810 3.78962 -0.4690
O -0.33148 0.48890 4.23994 0.0509
N 1.90627 0.62956 4.34511 0.0288
C 2.07052 -0.21771 5.52431 -0.0526
H 1.64470 0.86545 -1.40243 0.0767
H -0.12060 0.68652 -1.57362 0.0511
H 0.67201 2.16496 -2.12105 0.0749
H 1.19767 2.85984 0.07979 0.0964
H -0.51221 2.44010 0.08384 0.1160
H 1.72332 0.62398 1.10826 0.1384
H -0.05718 -0.81802 1.95907 0.0834
H -0.28523 -0.58143 0.23825 0.0482
H -1.29382 0.32053 1.38603 0.0806
H -0.22152 2.42275 2.61038 0.1619
H 2.49696 2.78203 1.81179 0.1343
H 3.24383 5.37338 4.14448 0.0857
H 4.09576 4.10288 3.23992 0.0779
H 3.06187 5.27593 2.37940 0.0820
H 2.72272 1.06665 3.95232 0.1270
H 3.11279 -0.51922 5.63257 0.0815
H 1.44585 -1.10864 5.42982 0.0849
H 1.75798 0.33281 6.41387 0.0890
```

Values from the calculation:
Molar mass (u): 492.964
Strongest force on any atom (eV/A): 2.514
Structure (SMILES): NC(=O)c1cc([N+](=O)[O-])ccc1NCc1ccc(Cl)nc1.CC[C@H](C)[C@H](NC(C)=O)C(=O)NC
E (a.u.): -2020.6463


What is the molar mass in the second record? 748.782 u